1.
{
  "formula": "C43H49CrN4O3",
  "method": "ωB97M-V/def2-TZVPD",
  "elements": ["Cr", "C", "C", "C", "C", "C", "C", "C", "C", "C", "C", "C", "C", "C", "C", "C", "C", "N", "C", "C", "C", "N", "C", "C", "C", "N", "C", "C", "C", "C", "C", "C", "C", "C", "C", "C", "C", "C", "N", "C", "C", "H", "H", "H", "H", "H", "H", "H", "H", "H", "H", "H", "H", "H", "H", "H", "H", "H", "H", "H", "H", "H", "H", "H", "H", "H", "H", "H", "H", "H", "H", "H", "H", "H", "H", "H", "H", "H", "H", "H", "H", "H", "H", "H", "H", "O", "C", "C", "C", "C", "C", "C", "C", "O", "O", "H", "H", "H", "H", "H"],
  "coordinates": [[0.29807, 0.06457, 0.06312], [-1.43783, 3.89353, -4.44781], [-0.27147, 4.37187, -3.57510], [-0.24017, 3.67168, -2.25271], [-0.70631, 4.11751, -1.05648], [-1.29327, 5.45722, -0.73529], [-0.24224, 6.44569, -0.21981], [-0.49857, 3.03829, -0.10776], [-0.81588, 3.09016, 1.24402], [-0.63912, 2.07651, 2.17968], [-0.90858, 2.20808, 3.59571], [-1.35449, 3.46078, 4.28333], [-0.19012, 4.42622, 4.53210], [-0.60512, 1.00847, 4.16222], [-0.16460, 0.14707, 3.08618], [0.21732, -1.18236, 3.23322], [0.70789, -2.01423, 2.23712], [0.95250, -1.63368, 0.95495], [1.44879, -2.72244, 0.31166], [1.85172, -2.75261, -1.01617], [1.77349, -1.71163, -1.93221], [1.20552, -0.50406, -1.68481], [1.29889, 0.21881, -2.82948], [0.82191, 1.51234, -3.00062], [0.24217, 2.32058, -2.02807], [0.07306, 1.97718, -0.72905], [1.96079, -0.56201, -3.85939], [2.25742, -1.76558, -3.29919], [2.98314, -2.92402, -3.90782], [4.44924, -2.99505, -3.46565], [2.28298, -0.07312, -5.23629], [3.51645, 0.83672, -5.26207], [1.52541, -3.84804, 1.22217], [1.06253, -3.40924, 2.42023], [0.93941, -4.17543, 3.70053], [2.17658, -4.02533, 4.59172], [1.94350, -5.23396, 0.84518], [0.82171, -5.97946, 0.11198], [-0.19802, 0.81858, 1.90344], [-0.73240, 0.61384, 5.60086], [-2.09282, -0.01922, 5.91131], [-1.45161, 4.40550, -5.41219], [-2.38661, 4.07869, -3.94198], [-1.36807, 2.81957, -4.62381], [-0.35475, 5.44978, -3.41557], [0.67181, 4.20977, -4.10412], [-2.08038, 5.33943, 0.01313], [-1.77356, 5.86786, -1.62680], [0.24083, 6.05447, 0.67708], [-0.68828, 7.41286, 0.02153], [0.53412, 6.60020, -0.97103], [-1.23762, 4.01901, 1.60970], [-1.82512, 3.20584, 5.23589], [-2.12065, 3.96129, 3.68552], [0.57296, 3.94652, 5.14733], [-0.52352, 5.33436, 5.03869], [0.27808, 4.70808, 3.58799], [0.12245, -1.60826, 4.22468], [2.27314, -3.68400, -1.37576], [0.92272, 1.94015, -3.99122], [2.93882, -2.85013, -4.99667], [2.47735, -3.85571, -3.63980], [4.98232, -2.09411, -3.77419], [4.95329, -3.86055, -3.90077], [4.51846, -3.06294, -2.37941], [1.42474, 0.46652, -5.64605], [2.45323, -0.92807, -5.89442], [3.37535, 1.69190, -4.60007], [3.71577, 1.20704, -6.26990], [4.39618, 0.29252, -4.91442], [0.77521, -5.23232, 3.47774], [0.05485, -3.83414, 4.24305], [3.06518, -4.38830, 4.07248], [2.06748, -4.58465, 5.52330], [2.34435, -2.97521, 4.83637], [2.22446, -5.78899, 1.74377], [2.83572, -5.19680, 0.21378], [-0.05814, -6.05794, 0.75195], [1.13340, -6.98471, -0.17905], [0.51922, -5.43251, -0.78154], [-0.58705, 1.49252, 6.23465], [0.06201, -0.08981, 5.86049], [-2.89901, 0.68395, 5.69675], [-2.16186, -0.31609, 6.96004], [-2.25393, -0.90169, 5.29062], [-3.84028, -3.82041, -0.81057], [-4.43945, -2.67123, -1.15473], [-5.79239, -2.70089, -1.50216], [-6.44770, -1.53428, -1.85116], [-5.77341, -0.31757, -1.86321], [-4.42979, -0.28839, -1.52481], [-3.74506, -1.44563, -1.17210], [-2.27413, -1.36732, -0.81553], [-1.69994, -2.43203, -0.46379], [-1.72906, -0.24070, -0.90353], [-2.89311, -3.54284, -0.57937], [-6.30992, -3.65197, -1.48753], [-7.49857, -1.57362, -2.11542], [-6.29105, 0.59418, -2.13390], [-3.86374, 0.63477, -1.52602]],
  "forces_ev_per_a": [[0.07, 0.50, -0.27], [0.05, 0.01, 0.04], [-0.07, -0.04, -0.01], [0.00, -0.01, 0.00], [-0.03, -0.01, 0.01], [0.07, -0.02, 0.01], [-0.03, -0.04, -0.01], [0.05, 0.03, 0.04], [0.01, -0.06, 0.00], [-0.06, 0.03, -0.12], [0.02, -0.02, 0.06], [0.06, 0.01, -0.01], [-0.04, -0.03, -0.01], [-0.03, 0.07, 0.01], [-0.04, -0.09, -0.08], [-0.02, 0.02, -0.03], [0.07, 0.08, 0.02], [-0.04, -0.43, 0.13], [0.04, 0.09, -0.03], [0.01, 0.01, -0.01], [-0.09, -0.01, 0.06], [0.22, -0.11, -0.14], [-0.07, 0.10, -0.03], [0.01, -0.05, 0.05], [0.06, 0.02, -0.03], [-0.03, 0.01, 0.00], [0.02, -0.06, 0.00], [0.00, 0.02, -0.05], [0.03, 0.03, 0.04], [-0.06, 0.01, -0.02], [0.03, 0.02, 0.04], [-0.05, -0.04, 0.00], [0.01, -0.04, 0.02], [-0.03, -0.01, -0.01], [0.06, 0.05, -0.02], [-0.04, 0.01, -0.03], [-0.08, -0.02, -0.02], [0.04, 0.04, 0.02], [-0.02, 0.09, 0.26], [-0.06, -0.02, -0.04], [0.05, 0.00, -0.01], [0.00, 0.00, -0.01], [-0.01, 0.00, -0.02], [-0.02, 0.00, -0.01], [0.02, 0.01, 0.00], [0.01, 0.02, 0.00], [-0.03, 0.02, -0.02], [-0.02, 0.00, 0.01], [0.01, 0.01, 0.00], [0.01, 0.01, 0.00], [0.01, 0.01, 0.01], [0.01, 0.00, 0.01], [-0.02, 0.00, 0.00], [-0.02, 0.00, 0.01], [0.01, 0.01, 0.00], [0.00, 0.01, 0.00], [0.02, 0.01, 0.01], [0.01, -0.01, 0.00], [0.00, 0.00, 0.01], [0.00, 0.00, 0.00], [-0.02, -0.02, -0.01], [0.00, 0.00, -0.01], [0.01, 0.00, 0.01], [0.01, 0.00, 0.00], [0.02, 0.00, 0.00], [0.00, -0.01, -0.01], [-0.02, 0.00, -0.02], [0.01, 0.01, 0.00], [0.01, 0.00, 0.00], [0.01, 0.01, 0.00], [-0.01, 0.00, 0.00], [-0.02, -0.04, 0.01], [0.01, 0.00, 0.01], [0.01, 0.00, 0.01], [0.01, 0.00, 0.01], [0.02, 0.00, 0.00], [0.01, -0.01, 0.00], [-0.01, -0.01, -0.01], [0.00, -0.01, 0.00], [-0.01, -0.01, 0.00], [0.02, -0.01, 0.01], [0.02, 0.02, 0.03], [-0.01, 0.00, 0.00], [-0.01, 0.00, 0.00], [-0.01, 0.00, 0.00], [0.46, 0.08, 0.15], [-0.02, 0.22, -0.02], [0.00, 0.01, 0.00], [-0.01, 0.02, 0.00], [-0.01, 0.03, -0.01], [-0.02, -0.06, -0.01], [0.00, -0.09, -0.01], [-0.02, -0.01, -0.09], [-0.28, -0.20, 0.00], [-0.08, -0.11, 0.22], [-0.17, 0.00, -0.11], [0.02, -0.01, 0.01], [0.00, 0.00, 0.00], [0.00, 0.00, 0.00], [-0.01, 0.00, 0.00]],
  "mulliken_spin": [3.571, 0.001, 0.001, 0.001, 0.006, 0.000, 0.001, 0.069, -0.002, 0.089, 0.017, 0.001, 0.002, 0.000, 0.088, -0.021, 0.111, -0.081, 0.113, -0.042, 0.108, -0.165, 0.095, -0.007, 0.078, -0.025, 0.022, 0.006, 0.001, 0.000, 0.001, 0.002, 0.000, 0.015, 0.000, 0.002, 0.001, 0.001, -0.124, 0.000, 0.001, 0.000, 0.000, 0.000, 0.000, 0.000, 0.000, 0.000, 0.000, 0.000, 0.000, 0.002, 0.000, 0.000, 0.000, 0.000, 0.000, -0.005, -0.004, 0.004, 0.000, 0.000, 0.000, 0.000, 0.001, 0.000, 0.000, 0.000, 0.000, 0.000, 0.000, 0.000, 0.000, -0.001, 0.001, 0.000, 0.000, 0.000, 0.000, 0.001, 0.000, 0.000, 0.000, -0.001, 0.000, 0.000, -0.003, 0.000, 0.001, -0.001, 0.004, 0.007, 0.017, -0.013, 0.051, 0.001, 0.000, 0.000, 0.000, 0.004],
  "s_squared": 6.021,
  "e_homo_ev": [-3.59, -3.85],
  "charge": -1,
  "e_lumo_ev": [1.99, 1.82],
  "spin_multiplicity": 5
}

2.
{
  "formula": "C43H50AlO",
  "method": "ωB97M-V/def2-TZVPD",
  "elements": ["C", "C", "C", "Al", "C", "C", "C", "O", "C", "H", "H", "H", "H", "H", "H", "H", "H", "H", "H", "H", "H", "H", "H", "C", "C", "C", "C", "C", "C", "H", "H", "H", "H", "H", "H", "C", "C", "C", "C", "C", "C", "H", "H", "H", "H", "H", "H", "C", "C", "C", "C", "C", "C", "H", "H", "H", "H", "H", "H", "C", "C", "C", "C", "C", "C", "H", "H", "H", "H", "H", "H", "C", "C", "C", "C", "C", "C", "H", "H", "H", "H", "H", "H", "C", "C", "C", "C", "C", "C", "H", "H", "H", "H", "H", "H"],
  "coordinates": [[7.89468, 0.21823, 2.15043], [7.81535, 1.29725, 1.61717], [7.55027, 2.53286, 0.87131], [5.84969, 3.51079, 1.55703], [4.87873, 2.17172, 2.77857], [3.33961, 2.43512, 2.83608], [2.70428, 1.54205, 1.76675], [1.29134, 1.73771, 1.64746], [0.88384, 0.83496, 0.58679], [8.06748, -0.81122, 2.36152], [8.42405, 3.19403, 0.94313], [7.35338, 2.29599, -0.18353], [6.19414, 4.85606, 2.36589], [4.88677, 3.91451, 0.31362], [5.01865, 1.19559, 2.27583], [5.34663, 2.07941, 3.76679], [2.96181, 2.17669, 3.83999], [3.07807, 3.49135, 2.67360], [3.26063, 1.73402, 0.83427], [2.93132, 0.50152, 2.06408], [0.09174, 0.15939, 0.93349], [1.75535, 0.28454, 0.21910], [0.53335, 1.47162, -0.23955], [-2.70052, 5.51792, 0.93506], [-3.10080, 5.29002, -0.37567], [-2.56973, 4.22154, -1.08520], [-1.64918, 3.37630, -0.48193], [-1.25162, 3.59918, 0.82945], [-1.77429, 4.67393, 1.53643], [-3.11090, 6.35372, 1.48873], [-3.82524, 5.94574, -0.84374], [-2.87438, 4.04646, -2.11042], [-1.24011, 2.54025, -1.03625], [-0.53338, 2.93370, 1.29478], [-1.46071, 4.85269, 2.55709], [1.90457, -2.05326, -2.94802], [1.08191, -3.05321, -3.45033], [-0.19631, -2.74345, -3.89682], [-0.64898, -1.43145, -3.84963], [0.17509, -0.43126, -3.35039], [1.44991, -0.74245, -2.89609], [2.89979, -2.29505, -2.59642], [1.43678, -4.07576, -3.49277], [-0.83992, -3.52506, -4.28209], [-1.64452, -1.18827, -4.20198], [-0.17706, 0.59276, -3.31454], [2.08939, 0.03755, -2.50191], [-3.99936, -0.06115, -2.28903], [-4.80601, -1.07403, -2.79032], [-6.08439, -0.78220, -3.24810], [-6.55226, 0.52482, -3.21294], [-5.74357, 1.53832, -2.71510], [-4.46946, 1.24528, -2.24934], [-3.00331, -0.28941, -1.92870], [-4.43816, -2.09254, -2.82344], [-6.71595, -1.57343, -3.63304], [-7.54786, 0.75369, -3.57410], [-6.10748, 2.55827, -2.68919], [-3.84183, 2.03429, -1.85648], [0.17113, -6.82996, -0.86486], [-0.65119, -7.83021, -1.36678], [-1.92835, -7.52030, -1.81359], [-2.38010, -6.20786, -1.76699], [-1.55657, -5.20752, -1.26851], [-0.28239, -5.51884, -0.81352], [1.16629, -7.07231, -0.51339], [-0.29612, -8.85255, -1.40895], [-2.57199, -8.30137, -2.19912], [-3.37491, -5.96500, -2.11985], [-1.90818, -4.18372, -1.23408], [0.35769, -4.73908, -0.42026], [-10.69374, 3.70138, -1.47255], [-10.58187, 4.73809, -0.55598], [-9.44800, 4.84384, 0.23855], [-8.42147, 3.91768, 0.10999], [-8.53192, 2.88296, -0.80918], [-9.66939, 2.77226, -1.59742], [-11.57961, 3.61724, -2.08995], [-11.37965, 5.46431, -0.46020], [-9.36370, 5.64894, 0.95780], [-7.53488, 4.00238, 0.72598], [-7.73111, 2.16196, -0.91011], [-9.75723, 1.96168, -2.31056], [7.81704, -3.54366, 4.03279], [8.45266, -4.77334, 3.92194], [9.61346, -5.02294, 4.64142], [10.13374, -4.04534, 5.47910], [9.49607, -2.81714, 5.59229], [8.34001, -2.56441, 4.86634], [6.91342, -3.34726, 3.46917], [8.04296, -5.53779, 3.27312], [10.11278, -5.97985, 4.54989], [11.03706, -4.24119, 6.04389], [9.90100, -2.05511, 6.24636], [7.84579, -1.60461, 4.94987]],
  "forces_ev_per_a": [[0.21, -0.37, -0.15], [-0.40, 0.61, -0.91], [0.16, -0.18, 0.62], [-0.13, -0.52, 0.52], [-0.23, 0.28, -0.85], [0.40, -0.33, 0.36], [0.84, 0.71, 1.44], [0.55, -1.38, -1.08], [-0.12, 1.13, 0.21], [0.00, 0.15, 0.31], [-0.18, -0.05, -0.15], [0.19, -0.05, 0.20], [0.20, 0.22, 0.11], [-0.05, -0.12, -0.18], [0.10, 0.13, 0.33], [-0.19, 0.08, -0.13], [-0.21, -0.03, -0.32], [0.05, -0.20, -0.14], [-0.48, 0.08, -0.07], [-0.28, 0.14, -0.15], [0.17, 0.11, -0.10], [-0.36, -0.19, 0.08], [-0.14, -0.39, 0.04], [0.02, -0.05, 0.01], [-0.02, 0.03, 0.02], [-0.02, 0.04, -0.02], [-0.07, 0.06, 0.00], [0.05, -0.16, 0.06], [-0.10, 0.03, -0.07], [0.01, 0.00, -0.01], [0.02, 0.00, 0.00], [0.01, 0.06, -0.01], [0.00, 0.01, 0.00], [0.00, 0.17, 0.01], [0.02, -0.01, -0.02], [-0.03, -0.03, -0.01], [0.00, -0.01, 0.01], [0.00, 0.00, -0.01], [-0.02, -0.02, 0.01], [-0.01, 0.01, 0.03], [0.01, 0.05, 0.02], [-0.01, 0.01, 0.00], [-0.02, 0.00, 0.02], [0.02, 0.00, 0.01], [0.01, 0.01, 0.00], [0.01, -0.01, 0.00], [-0.01, -0.01, -0.01], [0.01, 0.00, 0.00], [0.00, 0.00, 0.00], [0.00, 0.01, -0.01], [0.00, -0.02, 0.01], [0.00, 0.00, -0.04], [0.04, -0.02, -0.02], [-0.01, 0.00, 0.00], [0.00, 0.01, 0.01], [0.01, 0.01, 0.00], [0.01, 0.00, 0.00], [0.01, -0.01, -0.01], [-0.04, -0.05, 0.03], [-0.01, 0.00, -0.01], [0.00, -0.01, 0.00], [0.00, 0.01, -0.02], [0.02, -0.01, 0.00], [-0.03, 0.02, 0.00], [0.02, 0.00, 0.01], [-0.01, 0.01, 0.00], [-0.01, 0.01, 0.01], [0.01, 0.01, 0.00], [0.01, 0.00, 0.01], [0.03, 0.00, 0.00], [-0.01, 0.01, -0.03], [0.00, 0.00, -0.01], [-0.01, 0.00, 0.01], [0.01, 0.00, -0.02], [-0.02, 0.03, 0.01], [0.01, -0.03, 0.03], [0.00, 0.03, 0.00], [0.01, 0.00, 0.01], [0.01, -0.01, 0.00], [0.00, 0.00, -0.02], [0.00, -0.01, -0.01], [-0.02, -0.01, 0.03], [0.00, 0.00, 0.01], [0.00, -0.03, 0.00], [0.01, 0.01, 0.00], [0.00, -0.01, 0.01], [-0.01, 0.00, 0.00], [0.01, -0.03, 0.00], [-0.04, 0.04, 0.04], [0.02, 0.02, 0.01], [0.01, 0.01, 0.00], [-0.01, 0.01, 0.00], [0.00, 0.01, -0.01], [0.00, 0.00, -0.03], [0.02, 0.00, -0.03]],
  "lowdin_charge": [0.040, -0.279, -0.310, 0.258, -0.310, -0.285, -0.291, -0.208, -0.105, -0.016, 0.033, 0.038, -0.129, -0.106, 0.028, 0.036, 0.094, 0.087, 0.109, 0.121, 0.091, 0.069, 0.064, -0.102, -0.104, -0.119, -0.094, -0.064, -0.080, 0.096, 0.095, 0.094, 0.084, 0.083, 0.104, -0.090, -0.103, -0.105, -0.104, -0.095, -0.093, 0.103, 0.099, 0.099, 0.093, 0.099, 0.104, -0.088, -0.097, -0.098, -0.102, -0.103, -0.074, 0.097, 0.097, 0.098, 0.095, 0.099, 0.071, -0.096, -0.103, -0.104, -0.100, -0.099, -0.096, 0.100, 0.097, 0.097, 0.097, 0.100, 0.104, -0.102, -0.103, -0.098, -0.088, -0.095, -0.095, 0.098, 0.097, 0.099, 0.104, 0.085, 0.095, -0.097, -0.103, -0.109, -0.106, -0.094, -0.096, 0.103, 0.096, 0.095, 0.095, 0.100, 0.102],
  "e_homo_ev": -4.60,
  "charge": -1,
  "e_lumo_ev": 1.95
}

Values of molar mass, in order: 721.89; 609.85, all in Da.